(1)
{
  "formula": "C8H26IN4O8",
  "method": "wB97M-V/def2-TZVPD",
  "homo_lumo_gap_ev": 8.6,
  "largest_force_ha_per_bohr": 0.0303,
  "energy_ha": -1439.2137,
  "charge": -1,
  "relative_energy_kj_mol": 0.0,
  "e_homo_ha": -0.21889,
  "elements": ["I", "C", "C", "O", "O", "H", "H", "H", "H", "H", "H", "C", "C", "O", "O", "H", "H", "H", "H", "H", "H", "C", "C", "O", "O", "H", "H", "H", "H", "H", "H", "C", "O", "N", "N", "H", "H", "H", "H", "C", "O", "N", "N", "H", "H", "H", "H"],
  "xyz": [[-0.014, 0.297, 0.514], [-3.043, -0.171, -2.764], [-4.266, 0.132, -1.905], [-5.055, 1.123, -2.538], [-2.082, -0.940, -2.084], [-2.624, 0.821, -3.006], [-3.317, -0.565, -3.743], [-3.966, 0.464, -0.906], [-4.845, -0.770, -1.679], [-5.061, 1.943, -2.044], [-1.664, -0.361, -1.427], [2.685, -2.960, -1.610], [4.157, -3.240, -1.855], [4.903, -2.037, -1.786], [2.509, -2.446, -0.306], [2.171, -3.935, -1.655], [2.296, -2.305, -2.389], [4.270, -3.647, -2.863], [4.519, -4.024, -1.181], [5.027, -1.813, -0.860], [1.881, -1.714, -0.328], [3.061, 2.526, -0.964], [3.824, 3.809, -1.291], [3.544, 4.260, -2.595], [1.798, 2.554, -1.608], [2.955, 2.457, 0.119], [3.637, 1.693, -1.384], [4.891, 3.606, -1.130], [3.561, 4.594, -0.568], [4.207, 4.921, -2.811], [1.252, 1.905, -1.135], [-0.492, -0.845, 4.581], [-1.038, -1.120, 5.646], [0.083, 0.388, 4.365], [-0.294, -1.784, 3.608], [0.201, 0.650, 3.395], [-0.210, 1.000, 5.106], [-0.808, -2.632, 3.762], [-0.063, -1.468, 2.677], [-4.093, 0.026, 1.958], [-5.220, 0.174, 1.513], [-3.224, 1.084, 2.096], [-3.564, -1.152, 2.401], [-3.470, 1.932, 1.623], [-2.253, 0.871, 2.273], [-2.586, -1.364, 2.294], [-4.180, -1.939, 2.482]]
}

---

(2)
{
  "formula": "C8H27F3N9O5Sr",
  "method": "wB97M-V/def2-TZVPD",
  "homo_lumo_gap_ev": 7.0,
  "largest_force_ha_per_bohr": 0.0972,
  "energy_ha": -1520.6660,
  "charge": -1,
  "e_homo_ha": -0.17012,
  "elements": ["Sr", "F", "F", "F", "C", "C", "C", "O", "C", "N", "H", "H", "H", "H", "H", "H", "H", "H", "H", "H", "H", "C", "O", "N", "N", "H", "H", "H", "H", "C", "O", "N", "N", "H", "H", "H", "H", "C", "O", "N", "N", "H", "H", "H", "H", "C", "O", "N", "N", "H", "H", "H", "H"],
  "xyz": [[-0.215, 0.943, 0.360], [1.033, 3.139, -0.542], [-1.925, 2.813, 0.026], [0.052, 2.475, 2.353], [-2.808, -1.243, 3.934], [-1.733, -0.779, 2.985], [-1.151, -1.935, 2.146], [-0.189, -1.488, 1.136], [0.647, -2.501, 0.771], [-2.244, 0.245, 2.032], [-3.653, -1.617, 3.355], [-3.275, -0.367, 4.386], [-2.603, -2.043, 4.646], [-0.967, -0.195, 3.493], [-2.032, -2.358, 1.664], [-0.697, -2.710, 2.764], [1.514, -2.206, 0.179], [0.080, -3.143, 0.095], [1.026, -3.055, 1.629], [-2.844, 0.932, 2.464], [-2.932, -0.210, 1.450], [2.277, 0.281, -1.948], [1.196, -0.115, -1.502], [3.227, -0.532, -2.396], [2.596, 1.530, -2.108], [3.949, -0.040, -2.903], [2.982, -1.494, -2.584], [3.502, 1.749, -2.497], [2.032, 2.208, -1.614], [-1.829, -1.348, -2.136], [-1.580, -0.681, -1.129], [-1.326, -1.105, -3.307], [-2.490, -2.495, -2.202], [-0.707, -0.351, -3.568], [-1.632, -1.714, -4.052], [-2.883, -2.917, -1.373], [-2.718, -3.045, -3.018], [-0.946, 1.958, -3.656], [-1.034, 1.274, -4.670], [-1.814, 1.945, -2.731], [0.014, 2.844, -3.470], [-2.519, 1.247, -2.923], [-1.730, 2.346, -1.808], [0.660, 3.050, -4.219], [0.117, 3.400, -2.634], [2.872, 0.687, 2.533], [2.174, 0.165, 1.676], [2.614, 1.825, 3.145], [4.045, 0.210, 2.902], [1.697, 2.214, 2.980], [3.256, 2.172, 3.843], [4.336, -0.620, 2.406], [4.578, 0.654, 3.636]]
}

---

(3)
{
  "formula": "C8H27N9O5",
  "method": "wB97M-V/def2-TZVPD",
  "homo_lumo_gap_ev": 9.4,
  "largest_force_ha_per_bohr": 0.0270,
  "energy_ha": -1190.1986,
  "smiles": "COC[C@H](C)N.NC(N)=O.NC(N)=O.NC(N)=O.NC(N)=O",
  "relative_energy_kj_mol": 0.0,
  "e_homo_ha": -0.34401,
  "elements": ["C", "O", "C", "C", "C", "N", "H", "H", "H", "H", "H", "H", "H", "H", "H", "H", "H", "N", "C", "N", "O", "H", "H", "H", "H", "N", "C", "N", "O", "H", "H", "H", "H", "N", "C", "N", "O", "H", "H", "H", "H", "N", "C", "N", "O", "H", "H", "H", "H"],
  "xyz": [[-10.362, -5.154, -15.325], [-11.283, -4.210, -14.799], [-10.800, -3.633, -13.608], [-11.748, -2.567, -13.122], [-13.169, -3.087, -12.949], [-11.675, -1.396, -14.017], [-10.807, -5.588, -16.221], [-10.185, -6.012, -14.670], [-9.451, -4.601, -15.570], [-10.519, -4.374, -12.851], [-9.841, -3.129, -13.830], [-11.384, -2.198, -12.159], [-13.616, -3.417, -13.890], [-13.866, -2.413, -12.452], [-13.167, -4.008, -12.351], [-12.349, -0.716, -13.673], [-12.047, -1.620, -14.940], [-12.393, -3.345, -17.252], [-11.812, -3.287, -18.487], [-10.454, -3.060, -18.451], [-12.418, -3.441, -19.538], [-11.867, -3.400, -16.396], [-13.377, -3.529, -17.187], [-9.973, -2.931, -19.319], [-9.982, -2.886, -17.572], [-6.917, -0.819, -16.012], [-8.135, -1.363, -15.749], [-8.911, -0.679, -14.872], [-8.585, -2.337, -16.381], [-6.306, -1.448, -16.517], [-6.528, -0.169, -15.337], [-9.821, -1.017, -14.563], [-8.450, 0.017, -14.305], [-6.068, -3.226, -17.908], [-6.033, -4.486, -17.335], [-7.209, -4.846, -16.737], [-5.051, -5.204, -17.414], [-6.962, -2.758, -17.914], [-5.383, -3.020, -18.610], [-7.203, -5.742, -16.288], [-8.050, -4.306, -16.849], [-5.943, -2.008, -13.215], [-6.292, -0.794, -12.742], [-6.751, -0.732, -11.465], [-6.142, 0.242, -13.406], [-5.538, -2.054, -14.131], [-6.087, -2.874, -12.731], [-6.884, -1.544, -10.894], [-6.908, 0.184, -11.091]]
}

---

(4)
{
  "formula": "C8H27O5",
  "method": "wB97M-V/def2-TZVPD",
  "homo_lumo_gap_ev": 11.1,
  "largest_force_ha_per_bohr": 0.0286,
  "energy_ha": -696.9402,
  "charge": 1,
  "relative_energy_kj_mol": 25.5,
  "e_homo_ha": -0.49410,
  "elements": ["O", "H", "H", "H", "C", "C", "O", "H", "H", "H", "H", "H", "H", "C", "C", "O", "H", "H", "H", "H", "H", "H", "C", "C", "O", "H", "H", "H", "H", "H", "H", "C", "C", "O", "H", "H", "H", "H", "H", "H"],
  "xyz": [[-0.458, -0.144, 0.235], [-0.288, -0.249, 1.238], [-0.645, 0.817, 0.017], [0.292, -0.522, -0.324], [-1.636, -2.073, 2.673], [-0.427, -1.523, 3.384], [-0.093, -0.192, 2.794], [-2.092, -2.816, 3.330], [-1.383, -2.463, 1.694], [-2.420, -1.314, 2.614], [0.452, -2.148, 3.219], [-0.557, -1.311, 4.443], [0.562, 0.244, 3.346], [1.517, 2.697, -2.249], [2.465, 2.001, -1.291], [1.715, 1.684, -0.086], [2.087, 3.157, -3.058], [1.018, 3.507, -1.721], [0.817, 1.973, -2.657], [3.318, 2.622, -1.008], [2.847, 1.065, -1.713], [2.353, 1.467, 0.601], [1.792, -2.792, 0.109], [1.979, -2.346, -1.320], [1.206, -1.160, -1.530], [2.641, -3.304, 0.565], [0.902, -3.388, 0.296], [1.759, -1.886, 0.738], [1.622, -3.132, -1.995], [3.032, -2.213, -1.573], [1.090, -0.988, -2.469], [-3.190, 0.784, -1.366], [-2.882, 2.145, -0.777], [-1.512, 2.177, -0.329], [-4.210, 0.760, -1.750], [-3.235, 0.058, -0.546], [-2.456, 0.468, -2.101], [-3.548, 2.357, 0.066], [-3.077, 2.921, -1.524], [-1.357, 3.060, 0.023]]
}

---

(5)
{
  "formula": "C8H28AlB3O4S2",
  "method": "wB97M-V/def2-TZVPD",
  "homo_lumo_gap_ev": 9.6,
  "largest_force_ha_per_bohr": 0.1604,
  "energy_ha": -1735.4488,
  "relative_energy_kj_mol": 30.2,
  "e_homo_ha": -0.34046,
  "elements": ["Al", "B", "H", "H", "H", "H", "B", "H", "H", "H", "H", "B", "H", "H", "H", "H", "C", "C", "C", "S", "O", "O", "C", "H", "H", "H", "H", "H", "H", "H", "H", "C", "C", "C", "S", "O", "O", "C", "H", "H", "H", "H", "H", "H", "H", "H"],
  "xyz": [[7.947, -15.780, -19.030], [6.919, -13.782, -18.963], [7.083, -14.005, -20.006], [7.879, -13.541, -18.533], [6.309, -12.892, -18.973], [6.439, -14.615, -18.475], [6.762, -16.752, -17.366], [5.990, -17.393, -16.969], [7.387, -17.377, -17.984], [6.261, -16.017, -17.977], [7.383, -16.269, -16.627], [8.156, -16.391, -21.228], [7.799, -15.382, -21.090], [8.349, -16.546, -22.278], [9.028, -16.553, -20.614], [7.380, -17.035, -20.842], [9.004, -17.961, -14.731], [8.796, -18.836, -15.920], [9.840, -18.529, -16.967], [10.015, -16.691, -16.917], [9.160, -16.085, -17.914], [11.395, -16.273, -16.810], [9.220, -16.555, -15.265], [9.871, -18.298, -14.163], [8.190, -17.924, -14.006], [7.863, -18.661, -16.455], [8.774, -19.896, -15.663], [9.531, -18.715, -17.996], [10.757, -19.093, -16.796], [8.270, -16.075, -15.502], [9.829, -15.781, -14.800], [5.570, -13.518, -22.288], [6.013, -14.928, -22.815], [5.217, -16.028, -22.169], [5.117, -15.456, -20.406], [6.348, -15.864, -19.684], [3.804, -15.821, -19.848], [5.149, -13.635, -20.820], [4.855, -12.943, -22.877], [6.428, -12.846, -22.255], [7.055, -15.119, -22.560], [5.982, -14.887, -23.904], [5.518, -17.070, -22.278], [4.167, -15.910, -22.436], [5.893, -13.238, -20.130], [4.145, -13.296, -20.566]]
}